1.
Formula: C5H10S2
Source: OMol25
Level of theory: the ωB97M-V functional and the def2-TZVPD basis

Summary:
HOMO level (spin up / spin down) = -6.70 / -9.40 eV
DFT total energy = -27012.937 eV
Energy above the lowest of the compared OMol25 structures with the same formula, charge and spin = 25.0 kcal per mole
Gap between HOMO and LUMO (spin up / spin down) = 7.47 / 6.83 eV
LUMO (spin up / spin down) = 0.7612 / -2.5605 eV

```
! RIJCOSX wB97M-V def2-TZVPD def2/J DEFGRID3
* xyz 0 3
C 0.04702 1.39868 0.87593
C 0.61545 0.44200 0.18098
C -2.37083 -1.11199 1.13314
C 2.12452 0.58246 -1.83190
C 0.68747 0.16714 -1.27808
S -3.34567 -0.20022 2.01028
S -1.33395 -2.39578 1.79698
H 0.15826 1.41855 1.93327
H -0.75145 1.91287 0.39392
H 1.19871 -0.36689 0.67630
H -2.36949 -1.00343 0.05182
H 2.04733 0.29332 -2.86657
H 2.70583 -0.06869 -1.35511
H 2.35486 1.55300 -1.51196
H 0.27975 -0.79906 -1.52098
H -0.04035 0.77192 -1.67466
H -2.00748 -2.59389 2.98663
*
```

Results of the natural (NBO) charge analysis, in e, for atoms 1 through 4: -0.424, -0.143, -0.782, -0.583

=====

2.
Formula: C5H11AlClNSr
Source: OMol25
Level of theory: the ωB97M-V functional and the def2-TZVPD basis

Summary:
HOMO level = 0.21 eV
DFT total energy = -26808.602 eV
Energy above the lowest of the compared OMol25 structures with the same formula, charge and spin = 3.0 kcal per mole
Gap between HOMO and LUMO = 4.53 eV
LUMO = 4.7387 eV

```
! RIJCOSX wB97M-V def2-TZVPD def2/J DEFGRID3
* xyz -2 1
Al 1.28297 0.03469 -0.89001
Cl 0.96856 2.14772 -1.24930
C 1.47760 -0.85811 -2.67265
C 3.05050 0.03349 0.07216
H 2.41811 -1.42583 -2.70006
H 0.65699 -1.55646 -2.87912
H 1.50130 -0.11008 -3.47479
H 3.66528 -0.82823 -0.21803
H 2.89495 -0.01420 1.15706
H 3.60347 0.95571 -0.14903
Sr -2.62465 -0.69644 0.76862
C -2.09140 1.05155 2.51813
C -0.12014 -1.00945 0.24135
H -1.57677 0.68927 3.42140
H -1.42303 1.76663 2.01093
H -2.99825 1.58697 2.83853
H 0.23285 -1.00676 1.30372
H -0.03252 -2.08496 -0.05491
N -5.97556 0.87944 -0.14412
C -4.91026 0.44507 0.10012
*
```

Results of the natural (NBO) charge analysis, in e, for atoms 1 through 4: 1.611, -0.656, -1.261, -1.262

=====

3.
Formula: C5H11As2Cl8F12OY
Source: OMol25
Level of theory: the ωB97M-V functional and the def2-TZVPD basis

Summary:
HOMO level = -9.65 eV
DFT total energy = -262928.156 eV
Energy above the lowest of the compared OMol25 structures with the same formula, charge and spin = 0.0 kcal per mole
Gap between HOMO and LUMO = 7.32 eV
LUMO = -2.3270 eV

```
! RIJCOSX wB97M-V def2-TZVPD def2/J DEFGRID3
* xyz 0 1
Y -0.21677 1.94662 0.03494
C 3.16954 1.74554 0.43316
O 2.09649 2.37369 -0.21896
H 4.04524 1.79731 -0.22388
H 3.48795 2.17459 1.39236
H 2.93307 0.68804 0.60157
As 0.12712 2.25776 -3.73125
F -0.45681 1.62161 -2.11818
F 1.70284 2.37037 -3.07002
F 0.68107 2.93014 -5.22589
F -1.52664 2.17732 -4.25058
F -0.27910 3.85302 -3.09153
F 0.40452 0.62261 -4.20901
As 0.18880 -1.23432 0.48023
F 1.69548 -1.82520 0.99144
F 0.49870 0.30059 1.42519
F -1.23176 -0.21832 -0.08227
F -0.19348 -2.54249 -0.56895
F -0.75489 -1.93509 1.72786
F 0.93153 -0.41846 -0.88731
C 0.87836 -3.01629 -3.47600
Cl -0.46059 -3.65549 -4.46772
Cl 2.26320 -2.59509 -4.50724
H 0.60243 -2.10517 -2.96377
H 1.20955 -3.78392 -2.78918
C -3.84322 1.45251 2.35670
Cl -2.04685 1.37330 2.21818
Cl -4.34765 1.07742 3.99967
H -4.18122 2.45440 2.12385
H -4.26596 0.70741 1.69239
C -3.47844 -3.74110 0.72446
Cl -3.54966 -2.11768 0.00540
Cl -5.05168 -4.53970 0.67632
H -2.68533 -4.31926 0.26527
H -3.24663 -3.61029 1.77658
C 3.01883 1.65615 4.67530
Cl 1.50254 1.58129 3.75188
Cl 4.06473 0.25790 4.35549
H 3.51344 2.59056 4.43604
H 2.80122 1.64774 5.73745
*
```

Results of the Löwdin charge analysis, in e, for atoms 1 through 4: 1.705, -0.267, -0.437, 0.081

=====

4.
Formula: C5H11BaClNSeYb
Source: OMol25
Level of theory: the ωB97M-V functional and the def2-TZVPD basis

Summary:
HOMO level (spin up / spin down) = -0.78 / -0.78 eV
DFT total energy = -116941.704 eV
Energy above the lowest of the compared OMol25 structures with the same formula, charge and spin = 28.1 kcal per mole
Gap between HOMO and LUMO (spin up / spin down) = 5.09 / 5.08 eV
LUMO (spin up / spin down) = 4.3048 / 4.2958 eV

```
! RIJCOSX wB97M-V def2-TZVPD def2/J DEFGRID3
* xyz -2 2
Yb 1.09141 1.71632 1.92291
Cl -0.16574 0.58176 3.64572
C 3.10942 0.87973 1.03396
H 3.60733 1.77836 0.62540
H 2.97534 0.16321 0.20085
H 3.79666 0.44872 1.78102
Ba -1.38591 -1.75649 -0.61439
C -3.78938 -0.51632 -0.61716
C -0.32252 -4.27219 -0.65471
C -0.28167 -0.27344 -2.45462
H 0.42885 -4.33676 -1.46137
H 0.17095 -4.41125 0.32546
H -1.10486 -5.03900 -0.79468
H -3.84580 0.21857 -1.43664
H -4.63267 -1.22268 -0.69860
H -3.85247 0.01686 0.34719
H 0.72307 -0.34576 -2.95038
H -0.73665 0.60666 -3.00209
Se 1.52257 6.79619 1.41092
C 1.38581 5.07441 1.62649
N 1.30627 3.89312 1.76470
*
```

Results of the Löwdin charge analysis, in e, for atoms 1 through 4: 0.807, -0.376, -0.383, -0.088

=====

5.
Formula: C5H11BeNP
Source: OMol25
Level of theory: the ωB97M-V functional and the def2-TZVPD basis

Summary:
HOMO level (spin up / spin down) = 0.14 / -0.82 eV
DFT total energy = -16540.711 eV
Energy above the lowest of the compared OMol25 structures with the same formula, charge and spin = 5.3 kcal per mole
Gap between HOMO and LUMO (spin up / spin down) = 3.16 / 4.31 eV
LUMO (spin up / spin down) = 3.3037 / 3.4851 eV

```
! RIJCOSX wB97M-V def2-TZVPD def2/J DEFGRID3
* xyz -1 1
C 0.14967 0.09570 -1.53152
C -0.85773 -0.81921 -1.93071
C -0.60270 -2.09087 -1.30590
C 0.58969 -1.99032 -0.55779
C 1.07263 -0.59782 -0.60348
Be 0.45204 0.66654 0.73908
P -0.28356 2.58717 0.59298
H 0.32984 1.08616 -1.96878
H -1.70005 -0.59595 -2.58237
H -1.24271 -2.96279 -1.38394
H 2.14454 -0.32307 -0.49726
H 1.10897 -2.80354 -0.05031
H -1.38786 2.82870 1.46574
H -0.73837 3.12984 -0.64527
H 0.68803 3.53702 1.02444
N 0.12284 -0.28016 2.09302
H -0.87094 -0.23779 2.34398
H 0.67216 0.03500 2.89539
H 0.35349 -1.26461 1.90270
*
```

Results of the natural (NBO) charge analysis, in e, for atoms 1 through 4: -0.350, -0.336, -0.295, -0.297

=====

6.
Formula: C5H11Br4CrO
Source: OMol25
Level of theory: the ωB97M-V functional and the def2-TZVPD basis

Summary:
HOMO level (spin up / spin down) = -14.33 / -14.33 eV
DFT total energy = -315978.919 eV
Gap between HOMO and LUMO (spin up / spin down) = 4.57 / 2.11 eV
LUMO (spin up / spin down) = -9.7589 / -12.2267 eV

```
! RIJCOSX wB97M-V def2-TZVPD def2/J DEFGRID3
* xyz 2 6
Cr -19.13489 -14.09326 9.68886
C -22.11824 -15.58678 9.10875
O -20.72307 -15.31954 9.01508
H -22.59289 -14.83081 9.73430
H -22.58972 -15.53257 8.12748
H -22.43103 -16.53383 9.54847
Br -23.41284 -10.18743 9.63876
C -24.14366 -11.96199 9.02200
C -24.41449 -12.80201 10.28653
Br -26.02605 -12.00899 11.21383
H -23.38842 -12.33508 8.33025
H -25.07501 -11.74926 8.49720
H -23.58178 -12.97956 10.96709
H -24.73078 -13.73414 9.81835
Br -26.00352 -18.73125 6.69613
C -24.37104 -17.65470 6.85571
C -24.07610 -16.98686 5.50760
Br -25.53734 -15.70159 4.88960
H -23.56549 -18.33823 7.12396
H -24.43089 -16.93783 7.67463
H -24.01866 -17.72344 4.70619
H -23.14752 -16.42022 5.57661
*
```

Results of the natural (NBO) charge analysis, in e, for atoms 1 through 4: 1.382, -0.270, -0.695, 0.219

=====

Which value of DFT total energy does entry 5 give?
-16540.711 eV

=====

Please write out number 1 again, unchanged.
Formula: C5H10S2
Source: OMol25
Level of theory: the ωB97M-V functional and the def2-TZVPD basis

Summary:
HOMO level (spin up / spin down) = -6.70 / -9.40 eV
DFT total energy = -27012.937 eV
Energy above the lowest of the compared OMol25 structures with the same formula, charge and spin = 25.0 kcal per mole
Gap between HOMO and LUMO (spin up / spin down) = 7.47 / 6.83 eV
LUMO (spin up / spin down) = 0.7612 / -2.5605 eV

```
! RIJCOSX wB97M-V def2-TZVPD def2/J DEFGRID3
* xyz 0 3
C 0.04702 1.39868 0.87593
C 0.61545 0.44200 0.18098
C -2.37083 -1.11199 1.13314
C 2.12452 0.58246 -1.83190
C 0.68747 0.16714 -1.27808
S -3.34567 -0.20022 2.01028
S -1.33395 -2.39578 1.79698
H 0.15826 1.41855 1.93327
H -0.75145 1.91287 0.39392
H 1.19871 -0.36689 0.67630
H -2.36949 -1.00343 0.05182
H 2.04733 0.29332 -2.86657
H 2.70583 -0.06869 -1.35511
H 2.35486 1.55300 -1.51196
H 0.27975 -0.79906 -1.52098
H -0.04035 0.77192 -1.67466
H -2.00748 -2.59389 2.98663
*
```

Results of the natural (NBO) charge analysis, in e, for atoms 1 through 4: -0.424, -0.143, -0.782, -0.583

=====

DFT total energy of number 1 (C5H10S2)?
-27012.937 eV

=====

Repeat the sixth record exactly.
Formula: C5H11Br4CrO
Source: OMol25
Level of theory: the ωB97M-V functional and the def2-TZVPD basis

Summary:
HOMO level (spin up / spin down) = -14.33 / -14.33 eV
DFT total energy = -315978.919 eV
Gap between HOMO and LUMO (spin up / spin down) = 4.57 / 2.11 eV
LUMO (spin up / spin down) = -9.7589 / -12.2267 eV

```
! RIJCOSX wB97M-V def2-TZVPD def2/J DEFGRID3
* xyz 2 6
Cr -19.13489 -14.09326 9.68886
C -22.11824 -15.58678 9.10875
O -20.72307 -15.31954 9.01508
H -22.59289 -14.83081 9.73430
H -22.58972 -15.53257 8.12748
H -22.43103 -16.53383 9.54847
Br -23.41284 -10.18743 9.63876
C -24.14366 -11.96199 9.02200
C -24.41449 -12.80201 10.28653
Br -26.02605 -12.00899 11.21383
H -23.38842 -12.33508 8.33025
H -25.07501 -11.74926 8.49720
H -23.58178 -12.97956 10.96709
H -24.73078 -13.73414 9.81835
Br -26.00352 -18.73125 6.69613
C -24.37104 -17.65470 6.85571
C -24.07610 -16.98686 5.50760
Br -25.53734 -15.70159 4.88960
H -23.56549 -18.33823 7.12396
H -24.43089 -16.93783 7.67463
H -24.01866 -17.72344 4.70619
H -23.14752 -16.42022 5.57661
*
```

Results of the natural (NBO) charge analysis, in e, for atoms 1 through 4: 1.382, -0.270, -0.695, 0.219